*A*
C32H56N8 | wB97M-V/def2-TZVPD

Last column: Mulliken charge in e.
Atoms and positions in Å:
C 14.3881 1.8347 40.9153  0.12
H 8.2287 11.3865 33.3742  0.33
H 2.5172 8.4759 26.6729  0.34
H 11.7066 1.2876 40.5313  0.31
H 11.7660 1.6031 37.4938  0.31
C 2.1192 11.0998 25.4653  -0.40
H 17.0658 2.7151 31.5498  0.28
C -1.4121 4.2917 35.2459  -0.51
H 4.0895 10.0905 25.4209  0.31
H 16.0226 1.2883 31.7266  0.35
C 7.0468 3.5054 30.9822  -0.49
H 14.3564 -7.2994 29.7176  0.30
C 9.4931 12.0930 21.3582  0.19
N 14.2599 -8.8207 33.9740  -0.42
C 10.3786 9.2636 22.4179  -1.09
H 7.8619 13.9623 36.1557  0.30
C 8.3531 3.9511 30.3046  -1.09
C 12.2728 1.3096 39.6002  -0.27
C -0.7317 5.6684 35.3525  -0.38
H 15.2836 2.8366 31.6332  0.32
C 7.5761 11.0356 35.3516  0.24
C 3.0728 9.8891 25.0835  -0.46
H -1.4410 6.4889 35.2437  0.31
H 12.7136 -6.8228 30.2386  0.30
H 9.1546 3.3720 30.7632  0.34
N 8.4950 0.3075 31.4352  -0.41
H 8.4912 5.0188 30.4754  0.32
H 14.3967 -5.7203 33.8135  0.30
C 2.6175 8.4802 25.5876  -1.06
H 6.1980 13.4072 36.0036  0.33
N 1.8522 11.2898 28.1126  -0.44
H 1.2013 5.1733 34.6269  0.34
H 11.5466 10.4964 23.6368  0.27
H 2.3683 12.0604 25.0142  0.33
C 13.9072 -6.3700 33.0880  -0.41
C 16.0409 2.2078 29.7415  -0.48
N 15.1081 5.6975 29.6889  -0.40
H 8.3284 3.8076 29.2244  0.30
C 6.6320 2.0307 30.7844  -0.37
C 15.6954 4.7376 29.4379  0.25
C 10.6058 11.8928 22.3412  -0.41
H 12.5643 0.2940 39.3325  0.29
C -0.4391 3.1151 35.2765  0.27
H 11.4764 11.8443 21.6872  0.24
H 11.2210 2.9006 38.5353  0.34
H 16.5074 3.3369 27.9459  0.31
H 6.2190 4.1144 30.6189  0.32
C 14.1008 -7.7381 33.5942  0.21
H 3.2393 7.6530 25.2449  0.32
H 3.1138 9.8849 23.9943  0.31
C 13.4651 2.2403 39.8147  -0.45
H -0.4425 5.8113 36.3937  0.28
C 0.3565 5.7997 34.3405  -1.11
H 15.0721 1.9092 29.3410  0.31
C 1.9636 11.1839 26.9367  0.23
H 12.8416 -6.1694 33.1995  0.25
H 16.5958 1.3330 29.4027  0.34
H 1.1100 10.9386 25.0863  0.25
H -2.2121 4.1207 35.9662  0.34
H 14.1257 2.3536 38.9551  0.30
H 7.1495 3.7478 32.0399  0.31
H 15.4862 -6.4108 31.4800  0.32
H 11.2667 9.0252 21.8327  0.30
H 9.8521 10.7193 23.9812  0.33
N 15.0875 1.4657 41.7510  -0.39
H 7.7568 13.9405 33.4679  0.31
H 6.5804 14.9628 35.4145  0.35
H -0.0425 5.5062 33.3695  0.28
C 13.6878 -7.1817 30.5704  -1.03
C 16.1233 2.2606 31.2444  -1.10
N 7.1994 10.3106 36.1909  -0.43
H 5.6721 1.8541 31.2696  0.30
H -1.9958 4.2022 34.3297  0.28
N 8.6251 12.1970 20.6211  -0.41
H 6.4669 1.9241 29.7123  0.24
H 14.3198 -5.1965 31.2872  0.31
H 13.1115 3.2511 40.0182  0.28
C 8.0687 11.9332 34.3035  -0.43
C 10.5645 10.5705 23.1697  -0.39
H 10.3879 1.3155 38.5446  0.33
H 6.3125 13.0243 33.6718  0.27
H 13.5366 -8.1819 30.9762  0.33
C 16.4786 3.5202 29.0200  -0.43
C 7.6645 1.0551 31.1934  0.24
H 9.4829 9.2364 21.7973  0.35
C 14.4169 -6.2363 31.5994  -0.46
C 6.9922 13.9571 35.4987  -1.14
H 10.6758 12.7731 22.9803  0.32
H 17.5211 3.7297 29.2594  0.26
H 1.6211 8.3230 25.1747  0.28
C 7.2654 13.2481 34.1514  -0.37
C 11.3518 1.8200 38.4785  -1.17
H 0.7385 6.8133 34.2186  0.35
H 9.0887 12.1412 34.6266  0.25
H 10.1802 8.4746 23.1432  0.31
N 0.3521 2.2413 35.2287  -0.43

E_LUMO   0.54 eV
SMILES string   CCCC#N.CCCC#N.CCCC#N.CCCC#N.CCCC#N.CCCC#N.CCCC#N.CCCC#N
Molecular weight   552.86 g/mol
Multiplicity   1
Kohn-Sham gap   12.00 eV
HOMO energy   -11.46 eV

*B*
C32H56N8 | wB97M-V/def2-TZVPD

Last column: Mulliken charge in e.
Atoms and positions in Å:
H -0.2897 0.2977 -2.5157  0.47
C -0.6917 -2.7083 -6.4906  0.11
H -1.1710 -3.8708 2.9438  0.39
H -2.6413 -3.1307 1.2845  0.46
H -5.0481 -2.3787 -4.2783  0.45
H 1.2202 -4.5815 -6.2359  0.31
H -3.8912 -1.8551 -5.4367  0.32
H 2.6162 3.2283 5.3718  0.26
C 0.4402 -2.7191 -5.5521  -0.25
H -2.5701 -5.1380 -4.1243  0.40
H -0.5721 5.4356 1.5660  0.44
C 5.0050 0.1914 4.9742  0.34
H 0.6247 -2.3093 -1.4566  0.33
H 1.2692 3.1595 6.6336  0.35
C 0.7991 4.0368 4.9795  0.24
H -0.7826 -1.5865 4.4975  0.23
H 1.5120 0.8889 5.7942  0.38
C 1.1968 -0.4530 -0.3256  0.62
N -0.0835 -2.9989 -9.0658  -0.45
N -4.7794 1.0527 2.7758  -0.44
C -0.3490 -2.8564 -7.9373  -0.17
C -3.1406 -3.1560 -3.8020  0.67
C 4.4405 -0.8347 2.2082  -0.75
C 5.8082 0.6266 3.9016  -0.41
H 1.5158 -1.0789 -2.4416  0.38
H 0.1430 -2.9213 -4.5231  0.24
C -1.6317 -2.7301 1.3757  -1.03
H 6.5114 0.0127 1.9026  0.34
H 0.8390 2.0509 2.9909  -0.03
H 3.8437 -0.2346 1.5213  0.06
H 0.6044 4.1725 1.8921  -0.27
C 1.2492 1.0124 -0.4273  0.18
H -1.5564 -2.0703 -6.3082  0.46
C -2.7280 -1.9282 4.7163  0.02
C -4.0158 -2.0410 -4.3699  -1.17
H -1.5827 -1.7535 0.8941  0.04
H 2.3966 5.0753 -0.8955  0.29
H 1.2516 0.3515 3.1883  0.20
C 3.2461 4.1111 0.7051  0.34
H -2.0831 -3.0149 -4.0253  -0.60
H 6.7890 0.8421 4.3255  0.36
N 3.6846 3.1176 1.1363  -0.52
H 1.7143 6.4060 1.7176  0.35
H -4.1913 1.6042 -1.4921  0.37
H 0.6574 -1.6556 -5.4519  0.24
H 0.0150 -2.7305 2.7098  0.30
C 1.6625 -3.5911 -6.1285  -1.28
H -3.4094 -4.4482 -5.5234  0.26
H 2.0688 -0.7731 0.2446  0.03
N -5.6089 -5.7539 -4.0410  -0.43
H 0.0783 1.4398 5.2448  0.42
H 2.5985 -3.5453 -5.5717  0.37
H 4.3494 -1.8542 1.8334  0.38
C 5.8827 -0.3590 2.7118  -0.49
C -3.3997 1.3215 -0.7981  -0.81
H -3.5195 0.3647 -0.2900  0.33
C 1.4531 1.3552 3.5627  -0.25
H 6.3378 -1.2359 3.1722  0.31
H 0.5065 -0.6193 0.5014  -0.39
H -3.9478 3.7443 1.6274  0.31
H -2.6935 3.3990 -0.4809  0.38
H 1.9811 -3.0352 -7.0103  0.38
C 0.2580 4.8760 1.1349  -0.34
H 5.3587 1.5513 3.5398  0.18
H -1.1932 -3.6721 -6.4035  0.05
C -4.5413 1.8497 1.9859  0.23
C -0.4812 -0.7408 -2.2455  -0.44
N 0.1316 4.9575 4.6405  -0.54
H -3.2712 -3.3357 -2.7349  0.41
C 1.4229 5.8569 0.8222  -0.69
C 1.5801 2.9821 5.6041  -0.41
C -1.0697 -2.7957 2.7951  -0.43
H 2.4504 1.6970 3.2860  0.00
N 1.2908 2.2048 -0.4817  -0.48
H -1.2115 -0.6266 -1.4445  -0.07
H -5.1343 3.2200 0.3982  0.36
H -0.0465 4.3302 0.2419  0.23
H 1.1523 6.7020 0.1893  0.32
C -3.4003 -4.5036 -4.4349  -0.55
H 3.8236 -0.7436 3.1022  0.19
N -3.4940 -2.0921 5.5695  -0.45
H -2.2750 2.3552 0.7754  0.07
H -3.8713 -1.0909 -3.8556  0.23
C 0.7867 -1.2488 -1.6494  -0.53
N 4.2925 -0.1691 5.7876  -0.51
H 3.4042 6.0482 0.0356  0.40
H -2.5230 1.1008 -1.4070  0.05
H -1.0406 -3.4216 0.7753  0.37
C -3.0796 2.5369 0.0629  -0.22
C -1.6035 -1.7287 3.7947  -0.13
H -1.7878 -0.7827 3.2856  0.20
C -4.6029 -5.2245 -4.1012  0.05
C 2.6394 5.2796 0.1473  -0.52
C 1.1401 1.6062 5.0627  -0.65
C -4.2593 2.9262 0.9780  -0.59
H -0.7791 -1.2512 -3.1614  -0.16

E_LUMO   -0.01 eV
SMILES string   CCCC#N.CCCC#N.CCCC#N.CCCC#N.CCCC#N.CCCC#N.CCCC#N.CCCC#N
Molecular weight   552.86 g/mol
Multiplicity   1
Kohn-Sham gap   11.17 eV
HOMO energy   -11.18 eV

Which structure loses on stability? *B* does.

*A*
C22H29NO4 | wB97M-V/def2-TZVPD

Last column: natural (NBO) charge in e.
Atoms and positions in Å:
H -1.2527 -2.2036 0.3114  0.22
H 1.6617 1.6495 -0.3522  0.22
H 4.6455 4.5595 2.5470  0.21
H 3.3819 -0.5543 0.0774  0.17
C 3.3287 1.0846 1.4576  -0.02
H -2.2818 -2.0859 -4.3784  0.22
O -0.7075 -2.0400 -2.0810  -0.52
H -0.6180 1.6995 -1.3280  0.23
H 0.9914 -2.0523 1.3450  0.20
C 1.3532 1.3913 2.9721  0.29
H -2.9604 0.9441 -1.1243  0.22
H 2.9265 -0.9933 1.7341  0.21
H -1.6317 2.1747 3.6942  0.20
H -1.5045 -3.5589 -4.9803  0.21
H 1.6281 -0.6200 3.7804  0.22
C 4.5263 1.5810 0.9636  -0.20
H 1.0635 -1.9239 -0.4268  0.17
H -0.6524 1.5521 0.4406  0.21
H -2.8488 0.5541 0.5959  0.22
C 2.6110 1.8515 2.3831  -0.01
H 1.3941 0.2514 -1.4212  0.16
C -0.7860 -1.2322 0.4697  -0.40
C -0.3953 1.0403 -0.4876  -0.38
C 2.7952 -0.2327 0.9580  -0.24
H 0.1091 -1.8828 -3.9665  0.19
O -3.7490 -1.5474 -1.8898  -0.55
C 0.7303 -1.4160 0.4950  -0.20
H -4.7170 -0.6419 -0.3168  0.17
C 4.2843 3.5869 2.2473  -0.21
C 1.0944 0.7225 -0.4651  -0.23
O -1.2390 -0.0697 -3.0020  -0.64
C -3.7121 -0.9998 -0.5952  -0.06
H -0.9413 -0.3199 4.5481  0.23
H -5.2476 -0.2456 -2.4853  0.16
H 5.0836 0.9934 0.2474  0.21
C -0.7099 1.6336 3.6079  0.07
H -1.0948 -0.8434 1.4425  0.22
H -2.3778 -3.5734 -3.4340  0.22
H 0.1534 -3.4856 -3.1682  0.19
N 1.3803 -0.1354 0.6640  -0.45
C 1.0044 0.2326 3.6109  -0.30
C -0.4602 -2.6037 -3.3687  -0.07
H -3.6393 0.0627 -3.2024  0.19
H -3.4512 -1.8349 0.0589  0.19
C -1.7436 -2.9833 -4.0901  -0.63
O 0.3088 2.2492 2.9866  -0.41
H 2.5173 3.7002 3.4476  0.22
H 5.9493 3.1777 0.9628  0.21
C -0.3392 0.3914 4.0199  -0.31
C -1.2421 -0.2392 -0.6027  -0.17
C 5.0126 2.8149 1.3594  -0.20
C -1.0845 -0.7660 -2.0285  0.85
H -4.5849 -1.3575 -3.7078  0.19
C -2.7206 0.1526 -0.4113  -0.40
C -4.3326 -0.7148 -2.8655  -0.26
C 3.0908 3.1063 2.7513  -0.20

E_LUMO   0.85 eV
SMILES string   CCOC(=O)C1(CCOC)CCN(Cc2ccccc2-c2ccco2)CC1
Molecular weight   371.48 g/mol
Multiplicity   1
Kohn-Sham gap   8.65 eV
HOMO energy   -7.80 eV

*B*
C22H29NO4 | wB97M-V/def2-TZVPD

Last column: natural (NBO) charge in e.
Atoms and positions in Å:
H -3.1992 0.5201 2.7222  0.23
C 2.1506 0.0371 3.4645  -0.42
H 1.7615 -0.8910 3.0433  0.21
C -2.2152 0.9346 2.4993  -0.50
H -0.7903 0.9195 0.8679  0.21
C 1.0692 0.6768 4.3518  -0.22
H -4.5363 -2.3079 -4.1970  0.21
C -2.1549 -1.7020 -1.2266  0.29
H -2.2756 2.0235 2.5352  0.22
H -1.1950 -2.7071 -5.1072  0.22
H 3.0128 -0.2021 4.0892  0.22
C -3.4830 -1.3036 -1.1517  -0.30
O -1.5058 -0.4658 4.3296  -0.63
C 2.1340 0.7555 1.0559  -0.32
C -0.2600 -2.8217 -2.4473  -0.66
C -1.2455 0.4371 3.5628  0.68
C 2.4240 1.6413 0.0240  0.30
H 1.4813 1.5456 4.8732  0.19
C -1.7645 0.4857 1.1068  -0.42
C -3.8687 -2.1426 -3.3645  -0.23
H 0.2934 -2.2741 -3.2096  0.21
C 3.5832 3.0110 1.6271  -0.23
O 3.5322 3.7890 -0.5511  -0.50
C 3.1690 2.7995 0.3150  0.23
C -4.3334 -1.5292 -2.2197  -0.19
H 2.1450 -0.6200 -1.3890  0.18
C -2.0527 -3.2355 -4.6933  -0.63
C 1.4536 0.1962 -1.6201  -0.26
N -0.0674 1.0970 3.5678  -0.62
H 0.7006 -0.0444 5.0838  0.24
C -1.6812 -2.3470 -2.3789  0.00
H -0.2270 -3.8791 -2.7057  0.22
H 4.1567 3.9028 1.8244  0.23
H 0.2301 -2.6794 -1.4902  0.23
C 2.5494 0.9787 2.3623  -0.03
H 4.0115 2.7087 -2.2596  0.18
H 1.3017 0.2467 -2.6973  0.20
O 1.9976 1.4460 -1.2651  -0.52
H -3.8726 -0.8209 -0.2701  0.21
C -1.6578 -1.0416 1.0361  -0.07
H 0.1166 1.7901 2.8591  0.40
H -2.4744 0.8427 0.3578  0.22
H 0.4925 0.0072 -1.1348  0.19
H -0.8890 -1.3860 1.7347  0.20
H -5.3646 -1.2162 -2.1510  0.21
C 3.4640 3.6009 -1.9465  -0.24
H -2.8356 -3.2712 -5.4463  0.22
H -2.6050 -1.5071 1.3296  0.18
H 2.4330 3.5332 -2.2990  0.19
H 3.9382 4.4843 -2.3744  0.19
H 3.6250 2.3183 3.6435  0.21
H 1.5650 -0.1362 0.8421  0.22
H -1.7386 -4.2557 -4.4743  0.22
C 3.2815 2.1233 2.6391  -0.23
O -1.2347 -1.5079 -0.2268  -0.52
C -2.5453 -2.5568 -3.4513  -0.01

E_LUMO   0.69 eV
SMILES string   COc1ccc(CCNC(=O)CCCOc2cccc(C)c2C)cc1OC
Molecular weight   371.48 g/mol
Multiplicity   1
Kohn-Sham gap   8.81 eV
HOMO energy   -8.12 eV

Which structure loses on stability? *A* does.

*A*
C2H2N3S2 | wB97M-V/def2-TZVPD

Last column: Mulliken charge in e.
Atoms and positions in Å:
C 2.0246 0.9001 0.2347  -0.19
C 0.8422 0.4541 -0.1858  0.10
N -1.6637 0.6879 -0.7734  0.09
S -2.4608 -0.4827 0.0931  0.37
N -1.5611 -1.6789 0.2689  -0.25
S 1.4105 0.1279 1.6375  0.14
H -0.8914 -2.3561 -0.0662  0.31
N -0.6225 0.9403 -1.2481  0.02
H 2.9223 1.4074 0.0393  0.41

E_LUMO (spin up / spin down)   -6.38 / -6.74 eV
Molecular weight   132.19 g/mol
Multiplicity   1
Kohn-Sham gap (spin up / spin down)   7.67 / 6.89 eV
Net charge   +1
HOMO energy (spin up / spin down)   -14.05 / -13.63 eV

*B*
C2H2N3S2 | wB97M-V/def2-TZVPD

Last column: natural (NBO) charge in e.
Atoms and positions in Å:
H -0.2077 2.0632 0.8611  0.51
H -0.9721 -1.9845 0.4785  0.29
N 0.1018 1.2007 0.2150  -0.79
S -2.3840 0.5401 -0.5084  0.25
N 1.0105 -1.4356 -0.1514  -0.17
C -0.8090 0.2270 -0.0739  -0.09
N 1.8170 -0.4908 -0.6526  -0.34
S 1.6386 1.0281 -0.2931  1.22
C -0.1951 -1.1483 0.1248  0.11

E_LUMO   -7.45 eV
Molecular weight   132.19 g/mol
Multiplicity   1
Kohn-Sham gap   6.70 eV
Net charge   +1
HOMO energy   -14.15 eV

Which structure loses on stability? *A* does.